[1]
Molecular formula: C12H12
Method: DFT, wB97M-V/def2-TZVPD

The geometry in XYZ format:
```
24
Properties=species:S:1:pos:R:3
C 2.645 -3.366 2.185
C 1.689 -2.365 2.394
C 2.006 -1.136 3.025
C 3.291 -1.005 3.566
C 4.254 -2.047 3.503
C 3.920 -3.175 2.720
H 2.422 -4.327 1.703
H 0.682 -2.585 2.015
H 1.202 -0.431 3.272
H 3.585 -0.253 4.310
H 5.190 -2.054 4.078
H 4.670 -3.973 2.636
C -3.951 6.030 -1.119
C -3.228 7.258 -0.932
C -1.818 7.380 -0.859
C -1.122 6.155 -0.909
C -1.811 4.953 -1.065
C -3.193 4.860 -1.105
H -5.045 5.971 -1.043
H -3.675 8.260 -0.978
H -1.405 8.378 -0.664
H -0.026 6.136 -0.858
H -1.207 4.047 -1.207
H -3.635 3.868 -1.264
```

**E_HOMO**: -9.25 eV
**SMILES string**: c1ccccc1.c1ccccc1
**Energy above the lowest of the compared OMol25 structures with the same formula, charge and spin**: 1.269 eV
**Orbital gap**: 10.318 eV
**E_LUMO**: 1.1 eV
**2S+1**: 1



[2]
Molecular formula: C36H74FNO20Si
Method: DFT, wB97M-V/def2-TZVPD

The geometry in XYZ format:
```
133
Properties=species:S:1:pos:R:3
C -0.181 -0.036 3.853
O -0.349 -1.246 3.152
C -1.115 -1.172 1.970
C -0.460 -1.997 0.874
C 0.762 -1.252 0.329
C 1.783 -2.149 -0.361
C 2.849 -1.404 -1.186
C 3.300 -0.047 -0.622
C 2.457 1.140 -1.148
C 1.857 2.024 -0.045
C 0.461 2.578 -0.368
Si 0.160 3.308 -2.068
N -1.569 3.192 -2.368
C 0.647 5.141 -2.242
C 1.726 5.686 -1.381
O 2.624 6.407 -1.704
F 1.628 5.296 -0.099
H -0.148 0.825 3.181
H -0.966 0.128 4.598
H 0.767 -0.086 4.387
H -1.167 -0.133 1.620
H -2.145 -1.496 2.152
H -0.129 -2.957 1.271
H -1.182 -2.135 0.069
H 1.241 -0.722 1.152
H 0.407 -0.498 -0.379
H 1.239 -2.841 -1.009
H 2.283 -2.764 0.392
H 2.455 -1.263 -2.195
H 3.719 -2.054 -1.293
H 3.281 -0.070 0.467
H 4.344 0.089 -0.905
H 3.098 1.758 -1.779
H 1.665 0.727 -1.769
H 2.538 2.829 0.228
H 1.758 1.414 0.855
H 0.169 3.326 0.371
H -0.261 1.760 -0.267
H 0.871 2.560 -3.130
H -1.905 2.398 -1.832
H -1.753 2.969 -3.339
H -0.243 5.763 -2.127
H 1.003 5.298 -3.261
C -4.386 -2.451 -5.262
C -3.582 -2.612 -3.991
O -3.246 -1.346 -3.397
C -4.231 -0.735 -2.746
O -5.345 -1.158 -2.576
O -3.763 0.425 -2.282
C -4.738 1.222 -1.597
H -3.855 -1.813 -5.969
H -4.547 -3.425 -5.724
H -5.357 -2.002 -5.059
H -2.622 -3.077 -4.204
H -4.101 -3.231 -3.259
H -5.212 0.660 -0.796
H -5.493 1.577 -2.295
H -4.207 2.073 -1.181
C 6.578 -5.305 3.224
C 5.378 -5.105 2.324
O 5.511 -3.938 1.497
C 6.314 -4.069 0.444
O 6.888 -5.070 0.105
O 6.347 -2.900 -0.195
C 7.205 -2.871 -1.338
H 6.752 -4.413 3.827
H 6.404 -6.148 3.892
H 7.476 -5.507 2.643
H 4.484 -4.919 2.914
H 5.198 -5.976 1.694
H 6.960 -3.676 -2.027
H 8.246 -2.952 -1.032
H 7.035 -1.910 -1.814
C -9.519 3.574 2.046
C -8.645 2.389 2.394
O -9.070 1.189 1.728
C -8.732 1.096 0.445
O -8.074 1.890 -0.177
O -9.223 -0.043 -0.034
C -8.915 -0.292 -1.411
H -10.564 3.352 2.264
H -9.218 4.442 2.633
H -9.435 3.827 0.991
H -8.724 2.154 3.453
H -7.597 2.579 2.163
H -7.841 -0.262 -1.582
H -9.414 0.438 -2.046
H -9.295 -1.286 -1.624
C 5.176 7.044 -4.050
C 4.806 5.579 -4.080
O 5.039 4.984 -5.370
C 6.307 4.704 -5.652
O 7.252 4.852 -4.922
O 6.357 4.211 -6.891
C 7.674 3.897 -7.347
H 4.648 7.584 -4.837
H 4.901 7.471 -3.087
H 6.246 7.182 -4.201
H 3.739 5.460 -3.908
H 5.338 5.014 -3.315
H 8.172 3.220 -6.656
H 8.263 4.805 -7.460
H 7.549 3.416 -8.312
C -0.627 1.871 9.991
C -1.747 1.924 8.976
O -1.717 3.133 8.199
C -0.802 3.169 7.235
O -0.048 2.280 6.935
O -0.877 4.356 6.634
C 0.074 4.548 5.584
H -0.654 2.752 10.633
H -0.733 0.983 10.614
H 0.345 1.833 9.502
H -2.714 1.946 9.474
H -1.726 1.064 8.307
H 0.002 3.752 4.846
H 1.084 4.582 5.989
H -0.173 5.501 5.127
C 0.394 -8.868 -1.334
C 0.688 -7.479 -0.809
O -0.363 -6.549 -1.118
C -1.448 -6.638 -0.353
O -1.610 -7.390 0.572
O -2.325 -5.726 -0.775
C -3.572 -5.745 -0.075
H 0.201 -8.834 -2.407
H 1.248 -9.520 -1.154
H -0.477 -9.297 -0.842
H 1.568 -7.065 -1.296
H 0.862 -7.483 0.267
H -3.416 -5.654 0.998
H -4.116 -6.663 -0.293
H -4.133 -4.890 -0.441
```

**E_HOMO**: -9.58 eV
**SMILES string**: COCCCCCCCCC[Si@@H](N)CC(=O)F.CCOC(=O)OC.CCOC(=O)OC.CCOC(=O)OC.CCOC(=O)OC.CCOC(=O)OC.CCOC(=O)OC
**Orbital gap**: 9.980 eV
**E_LUMO**: 0.4 eV
**2S+1**: 1



[3]
Molecular formula: C27H19FN6O4Se2Sn
Method: DFT, wB97M-V/def2-TZVPD

The geometry in XYZ format:
```
60
Properties=species:S:1:pos:R:3
Sn -0.994 -0.550 -2.093
C -1.031 5.225 3.112
C -0.892 3.847 3.736
C 0.252 3.786 4.732
C 0.286 2.428 5.407
C 0.365 1.333 4.378
C 0.921 0.114 4.690
C 1.011 -0.890 3.729
F 1.563 -2.051 4.074
C 0.563 -0.712 2.453
C -0.013 0.518 2.110
C -0.513 0.699 0.761
O -0.453 -0.297 -0.036
C -1.028 1.981 0.466
C -1.100 2.949 1.468
N -0.689 2.768 2.702
C -0.112 1.541 3.068
C -1.513 2.346 -0.881
O -2.071 3.447 -1.028
O -1.342 1.523 -1.838
H -1.002 5.959 3.915
H -1.975 5.367 2.587
H -0.205 5.440 2.431
H -1.820 3.590 4.255
H 0.107 4.573 5.470
H 1.196 3.985 4.215
H -0.619 2.295 6.007
H 1.132 2.347 6.089
H 1.298 -0.074 5.688
H 0.645 -1.496 1.715
H -1.520 3.913 1.225
Se 1.180 -4.088 -2.572
Se 1.980 -2.445 -1.169
C 2.315 -1.020 -2.431
C 3.582 -0.823 -2.942
C 3.809 0.316 -3.708
C 2.775 1.206 -3.925
C 1.528 0.923 -3.395
N 1.302 -0.173 -2.658
C -0.357 -4.580 -1.511
C -0.628 -5.929 -1.368
C -1.709 -6.289 -0.574
C -2.453 -5.298 0.037
C -2.107 -3.973 -0.185
N -1.077 -3.609 -0.952
H 4.370 -1.535 -2.742
H 4.792 0.505 -4.120
H 2.925 2.113 -4.495
H 0.682 1.581 -3.558
H -0.014 -6.676 -1.854
H -1.954 -7.333 -0.429
H -3.290 -5.542 0.676
H -2.669 -3.169 0.277
O -0.349 -2.484 -3.995
N -0.219 -2.506 -5.225
C -0.720 -1.588 -5.982
C -1.426 -0.511 -5.323
N -1.872 0.221 -4.558
C -0.504 -1.617 -7.396
N -0.337 -1.582 -8.531
```

**E_HOMO (spin up / spin down)**: -13.58 / -13.59 eV
**Energy above the lowest of the compared OMol25 structures with the same formula, charge and spin**: 1.582 eV
**Orbital gap (spin up / spin down)**: 4.877 / 4.066 eV
**E_LUMO (spin up / spin down)**: -8.7 / -9.5 eV
**2S+1**: 1
**Total charge**: +2



[4]
Molecular formula: C24H19BrI2N3OPdTe
Method: DFT, wB97M-V/def2-TZVPD

The geometry in XYZ format:
```
52
Properties=species:S:1:pos:R:3
Pd -1.015 -0.680 -0.435
Br 7.967 -4.266 6.387
C 7.166 -4.303 4.730
C 5.778 -4.027 4.634
C 5.166 -4.088 3.423
C 5.936 -4.432 2.264
C 7.330 -4.722 2.381
C 7.936 -4.637 3.598
N 5.381 -4.622 1.076
N 4.312 -4.340 0.583
C 3.527 -3.337 0.349
C 4.057 -1.989 0.209
C 3.254 -0.959 -0.108
C 1.827 -1.156 -0.263
O 1.064 -0.208 -0.515
C 1.285 -2.509 -0.147
N -0.048 -2.629 -0.291
C -0.594 -3.835 -0.269
C 0.175 -4.992 -0.110
C 1.533 -4.876 0.082
C 2.110 -3.600 0.078
H 5.217 -3.788 5.526
H 4.101 -3.916 3.335
H 7.890 -4.986 1.493
H 8.989 -4.853 3.706
H 5.120 -1.829 0.342
H 3.641 0.046 -0.228
H -1.668 -3.901 -0.374
H -0.307 -5.959 -0.138
H 2.152 -5.752 0.225
I -1.800 1.895 -0.266
C -3.836 1.131 -0.247
I -3.671 -0.989 -0.412
H -4.395 1.514 -1.094
H -4.301 1.376 0.701
C 1.267 5.086 -0.390
Te 1.410 2.961 -0.198
C 1.391 2.937 -2.340
C 1.257 4.366 -2.798
C 1.208 4.661 -4.159
C 1.097 5.974 -4.582
C 1.026 7.000 -3.648
C 1.063 6.713 -2.295
C 1.188 5.396 -1.863
H 2.143 5.539 0.074
H 0.402 5.459 0.158
H 0.555 2.318 -2.671
H 2.305 2.476 -2.713
H 1.253 3.859 -4.886
H 1.067 6.199 -5.639
H 0.946 8.026 -3.982
H 1.004 7.516 -1.571
```

**E_HOMO (spin up / spin down)**: -14.59 / -14.59 eV
**Energy above the lowest of the compared OMol25 structures with the same formula, charge and spin**: 1.446 eV
**Orbital gap (spin up / spin down)**: 3.691 / 3.691 eV
**E_LUMO (spin up / spin down)**: -10.9 / -10.9 eV
**2S+1**: 1
**Total charge**: +3



[5]
Molecular formula: C3H8S
Method: DFT, wB97M-V/def2-TZVPD

The geometry in XYZ format:
```
12
Properties=species:S:1:pos:R:3
C -1.026 1.249 0.134
C -0.173 0.151 -0.562
C 0.634 -0.602 0.458
S 1.005 -2.368 0.074
H -1.220 2.002 -0.635
H -0.455 1.746 0.920
H -1.973 0.933 0.562
H -0.901 -0.526 -1.013
H 0.420 0.567 -1.371
H 0.023 -0.776 1.348
H 1.545 -0.107 0.783
H 2.121 -2.269 -0.697
```

**E_HOMO**: -9.02 eV
**SMILES string**: CCCS
**Energy above the lowest of the compared OMol25 structures with the same formula, charge and spin**: 0.182 eV
**Orbital gap**: 10.084 eV
**E_LUMO**: 1.1 eV
**2S+1**: 1



[6]
Molecular formula: C5H4CsO4
Method: DFT, wB97M-V/def2-TZVPD

The geometry in XYZ format:
```
14
Properties=species:S:1:pos:R:3
C -3.707 -2.170 0.064
C -4.455 -2.196 -0.891
H -5.099 -2.222 -1.757
H -1.100 -0.337 -1.052
O 0.603 0.036 0.340
C 0.588 0.549 -0.925
O 1.494 1.209 -1.366
O -0.476 0.215 -1.573
Cs 2.634 3.444 -4.433
C 1.637 0.240 2.321
C 1.782 0.125 1.035
O 1.673 0.610 3.480
H 2.674 0.594 0.594
H 1.752 -0.097 4.164
```

**E_HOMO (spin up / spin down)**: -15.49 / -15.03 eV
**Expectation value of S²**: 0.77
**Energy above the lowest of the compared OMol25 structures with the same formula, charge and spin**: 0.000 eV
**Orbital gap (spin up / spin down)**: 6.559 / 6.094 eV
**E_LUMO (spin up / spin down)**: -8.9 / -8.9 eV
**2S+1**: 2
**Total charge**: +2



[7]
Molecular formula: H3O2PS
Method: DFT, wB97M-V/def2-TZVPD

The geometry in XYZ format:
```
7
Properties=species:S:1:pos:R:3
O 0.261 1.399 0.475
O -1.337 -1.155 -0.334
P 0.572 0.477 -0.808
S 1.906 -0.822 0.081
H -0.472 2.006 0.381
H -2.038 -0.919 -0.939
H 1.108 -0.986 1.144
```

**E_HOMO (spin up / spin down)**: -9.24 / -9.24 eV
**Energy above the lowest of the compared OMol25 structures with the same formula, charge and spin**: 3.283 eV
**Orbital gap (spin up / spin down)**: 8.257 / 8.259 eV
**E_LUMO (spin up / spin down)**: -1.0 / -1.0 eV
**2S+1**: 1



[8]
Molecular formula: C4H9BrN2
Method: DFT, wB97M-V/def2-TZVPD

The geometry in XYZ format:
```
16
Properties=species:S:1:pos:R:3
C -0.462 -0.879 -1.094
C 0.869 -0.897 -0.200
C -0.792 0.483 -1.526
C 0.110 0.221 1.842
N 0.879 1.333 -0.172
N 0.881 0.267 0.610
Br -2.376 1.295 -0.881
H -0.251 -1.540 -1.935
H -1.260 -1.304 -0.486
H 0.910 -1.807 0.397
H 1.713 -0.841 -0.884
H -0.455 0.881 -2.463
H 0.080 1.216 2.287
H -0.919 -0.116 1.680
H 0.599 -0.460 2.537
H 0.474 2.149 0.289
```

**E_HOMO (spin up / spin down)**: -7.19 / -7.23 eV
**Energy above the lowest of the compared OMol25 structures with the same formula, charge and spin**: 1.161 eV
**Orbital gap (spin up / spin down)**: 8.112 / 8.007 eV
**E_LUMO (spin up / spin down)**: 0.9 / 0.8 eV
**2S+1**: 1



[9]
Molecular formula: C2H4S3
Method: DFT, wB97M-V/def2-TZVPD

The geometry in XYZ format:
```
9
Properties=species:S:1:pos:R:3
C 1.176 -0.125 -1.474
C 1.538 0.834 -0.397
S 2.769 0.692 0.654
S -0.048 2.407 -0.746
S -1.169 1.715 0.793
H 1.678 0.201 -2.284
H 0.128 -0.013 -1.723
H 1.377 -1.100 -0.944
H -0.773 2.784 1.628
```

**E_HOMO**: -8.48 eV
**SMILES string**: CC(=S)SS
**Energy above the lowest of the compared OMol25 structures with the same formula, charge and spin**: 1.939 eV
**Orbital gap**: 7.933 eV
**E_LUMO**: -0.5 eV
**2S+1**: 1



[10]
Molecular formula: C5H5N
Method: DFT, wB97M-V/def2-TZVPD

The geometry in XYZ format:
```
11
Properties=species:S:1:pos:R:3
C 0.436 -1.715 0.288
C -0.104 -0.706 1.247
C 1.302 -1.717 -0.708
C 0.224 1.462 -1.131
C -0.810 1.093 -0.281
N -0.641 0.373 0.876
H 0.255 -2.751 0.494
H -0.066 -0.813 2.361
H -0.014 2.030 -1.937
H 1.296 1.391 -0.801
H -1.878 1.353 -0.408
```

**E_HOMO**: -8.76 eV
**Energy above the lowest of the compared OMol25 structures with the same formula, charge and spin**: 5.627 eV
**Orbital gap**: 8.309 eV
**E_LUMO**: -0.4 eV
**2S+1**: 1



[11]
Molecular formula: C2H3N3O
Method: DFT, wB97M-V/def2-TZVPD

The geometry in XYZ format:
```
9
Properties=species:S:1:pos:R:3
C -1.285 -0.199 0.327
C -0.390 0.763 0.822
N -0.703 -0.636 -0.865
N 0.719 0.713 0.032
N 0.432 -0.108 -0.889
O 2.595 -0.885 -2.772
H -2.289 -0.546 0.653
H -0.300 1.467 1.622
H 2.381 -1.397 -1.985
```

**E_HOMO (spin up / spin down)**: -10.91 / -10.65 eV
**Energy above the lowest of the compared OMol25 structures with the same formula, charge and spin**: 6.616 eV
**Orbital gap (spin up / spin down)**: 9.057 / 7.022 eV
**E_LUMO (spin up / spin down)**: -1.8 / -3.6 eV
**2S+1**: 1



[12]
Molecular formula: C13H25Br12Cl3
Method: DFT, wB97M-V/def2-TZVPD

The geometry in XYZ format:
```
53
Properties=species:S:1:pos:R:3
Cl 22.011 -22.447 5.202
C 21.357 -22.316 3.590
Cl 20.207 -23.549 3.157
Cl 22.699 -22.229 2.457
H 21.037 -21.281 3.714
Br 8.997 -31.352 5.605
C 9.999 -29.664 5.345
C 11.493 -30.037 5.242
Br 12.549 -28.472 4.655
H 9.796 -28.998 6.184
H 9.700 -29.231 4.390
H 11.720 -30.859 4.564
H 11.781 -30.213 6.279
Br 17.881 -11.163 9.509
C 16.993 -11.362 7.735
C 15.877 -12.499 7.745
Br 14.859 -12.472 6.077
H 17.765 -11.429 6.968
H 16.483 -10.430 7.492
H 15.238 -12.349 8.615
H 16.354 -13.479 7.767
Br 8.740 -16.433 -7.036
C 9.710 -16.889 -5.345
C 11.105 -17.265 -5.802
Br 12.140 -17.964 -4.246
H 9.108 -17.745 -5.042
H 9.635 -16.085 -4.613
H 11.560 -16.362 -6.207
H 11.250 -17.960 -6.629
Br 22.875 -16.074 0.059
C 20.865 -15.967 0.376
C 20.665 -15.104 1.576
Br 21.318 -16.067 3.205
H 20.537 -16.999 0.490
H 20.377 -15.670 -0.552
H 19.620 -14.888 1.798
H 21.244 -14.185 1.491
Br 14.958 -19.051 3.560
C 13.126 -19.613 3.006
C 13.241 -20.833 2.104
Br 11.402 -21.404 1.402
H 12.759 -18.764 2.429
H 12.487 -19.672 3.887
H 13.617 -21.568 2.816
H 13.932 -20.646 1.283
Br 3.240 -25.859 -1.269
C 5.173 -25.613 -1.456
C 5.775 -26.665 -2.453
Br 5.662 -28.436 -1.766
H 5.737 -25.638 -0.524
H 5.230 -24.588 -1.823
H 6.784 -26.411 -2.777
H 5.300 -26.767 -3.429
```

**E_HOMO**: -10.11 eV
**SMILES string**: ClC(Cl)Cl.BrCCBr.BrCCBr.BrCCBr.BrCCBr.BrCCBr.BrCCBr
**Energy above the lowest of the compared OMol25 structures with the same formula, charge and spin**: 2.532 eV
**Orbital gap**: 10.107 eV
**E_LUMO**: 0.0 eV
**2S+1**: 1